# 1
Molecular formula: C6H10N3O
Method: DFT, ωB97M-V with the def2-TZVPD basis set

Geometry as ORCA input:
```
! wB97M-V def2-TZVPD RIJCOSX def2/J DEFGRID3
* xyz 1 1
C 2.749 -0.908 -0.243
C 1.820 0.207 -0.391
C 2.333 -2.035 0.384
C 2.644 1.603 -0.071
C 0.051 -1.533 0.077
C 0.425 -0.125 -0.092
N 0.920 -2.404 0.455
N -0.457 0.872 -0.097
N -2.900 0.514 0.778
O 2.119 2.583 0.281
H 3.788 -0.740 -0.551
H 1.720 0.321 -1.425
H 2.916 -2.842 0.797
H 3.724 1.427 0.009
H -0.957 -1.931 -0.032
H -1.551 0.813 0.369
H -0.073 1.838 -0.316
H -2.930 -0.508 0.933
H -3.458 0.595 -0.105
H -3.525 0.951 1.384
*
```

Summary:
HOMO   -13.257 eV
Frontier orbital gap   8.2 eV
Energy relative to the best compared isomer or geometry (same formula, charge and spin)   84.0 kcal/mol

# 2
Molecular formula: C20H35InN7O3PS
Method: DFT, ωB97M-V with the def2-TZVPD basis set

Geometry as ORCA input:
```
! wB97M-V def2-TZVPD RIJCOSX def2/J DEFGRID3
* xyz -2 1
C 4.274 -1.427 4.631
C 4.790 0.096 4.737
O 6.018 0.297 4.873
N 3.792 1.163 4.716
C 4.170 2.327 5.562
C 3.382 1.551 3.334
C 2.036 0.841 2.837
C 0.684 1.559 3.296
C 0.444 1.600 4.887
In -0.859 -0.062 5.703
P -1.657 -1.726 3.943
S -0.943 -3.507 4.405
C -2.583 0.895 6.880
O -3.203 0.249 7.805
O -3.000 2.211 6.645
H 3.440 -1.581 5.412
H 5.115 -2.167 4.886
H 3.847 -1.680 3.600
H 5.183 2.792 5.294
H 3.376 3.155 5.451
H 4.122 1.993 6.657
H 3.235 2.685 3.196
H 4.230 1.275 2.594
H 2.053 0.897 1.680
H 2.041 -0.291 3.069
H 0.718 2.652 2.937
H -0.233 1.032 2.841
H 1.395 1.618 5.516
H -0.125 2.583 5.108
H 0.142 -0.972 6.904
H -3.082 -1.716 3.757
H -1.054 -1.326 2.692
C -1.565 -2.890 -0.466
C -0.880 -1.717 0.159
N -0.336 -0.792 0.638
H -1.145 -3.081 -1.455
H -1.428 -3.775 0.156
H -2.632 -2.687 -0.567
C -1.894 -0.150 -3.699
C -3.001 -0.947 -3.081
N -3.865 -1.568 -2.598
H -2.087 0.910 -3.573
H -0.946 -0.398 -3.220
H -1.824 -0.376 -4.764
C -3.217 3.789 -6.084
C -2.181 2.944 -5.355
N -1.386 2.291 -4.794
H -3.185 3.566 -7.143
H -4.201 3.562 -5.689
H -2.996 4.843 -5.927
C 2.767 -3.473 -1.636
C 1.671 -4.279 -1.017
N 0.813 -4.907 -0.534
H 2.564 -2.409 -1.508
H 3.719 -3.714 -1.161
H 2.834 -3.696 -2.701
C 1.293 -5.711 -4.813
C 0.928 -4.318 -4.412
N 0.643 -3.230 -4.097
H 0.863 -6.424 -4.107
H 0.909 -5.923 -5.812
H 2.378 -5.824 -4.817
C -6.002 5.813 -9.008
C -5.182 5.084 -7.991
N -4.534 4.510 -7.191
H -6.988 6.037 -8.598
H -5.509 6.747 -9.282
H -6.120 5.196 -9.901
*
```

Summary:
HOMO   0.498 eV
Frontier orbital gap   1.5 eV

# 3
Molecular formula: C10H15N2O
Method: DFT, ωB97M-V with the def2-TZVPD basis set

Geometry as ORCA input:
```
! wB97M-V def2-TZVPD RIJCOSX def2/J DEFGRID3
* xyz 1 3
C 1.882 -0.202 0.580
C 0.302 -0.665 -1.102
C 1.579 -0.967 -0.554
C 0.956 0.476 1.255
C -2.658 -1.245 -1.610
C -2.117 -0.704 -0.464
C -1.440 0.683 1.919
C -0.752 -0.099 -0.318
C 2.645 -1.714 -1.248
C 1.298 1.352 2.426
N -0.369 0.245 1.013
N -1.182 1.439 -1.215
O -2.289 1.409 1.511
H 2.896 -0.229 0.910
H -0.129 -0.973 -2.012
H -3.581 -1.640 -1.712
H -2.143 -1.257 -2.499
H -2.655 -0.631 0.559
H -1.256 0.211 2.929
H 3.234 -2.250 -0.602
H 3.246 -1.061 -2.069
H 2.130 -2.321 -2.045
H 1.582 0.782 3.263
H 0.521 2.055 2.602
H 2.232 1.969 2.352
H -0.368 2.018 -1.655
H -1.567 1.838 -0.347
H -1.998 1.481 -1.868
*
```

Summary:
HOMO (spin up / spin down)   -9.396 / -13.525 eV
Frontier orbital gap (spin up / spin down)   6.0 / 7.5 eV
Energy relative to the best compared isomer or geometry (same formula, charge and spin)   21.1 kcal/mol

# 4
Molecular formula: C34H50N4OP
Method: DFT, ωB97M-V with the def2-TZVPD basis set

Geometry as ORCA input:
```
! wB97M-V def2-TZVPD RIJCOSX def2/J DEFGRID3
* xyz 1 1
C -2.858 -3.331 6.807
N -2.173 -2.288 6.101
C -2.810 -1.608 5.090
O -3.913 -1.863 4.609
C -1.912 -0.468 4.652
C -2.571 0.890 4.847
C -2.928 1.107 6.305
C -4.079 0.503 6.847
C -4.406 0.700 8.191
C -3.588 1.496 8.992
C -2.460 2.129 8.458
C -2.139 1.946 7.109
N -0.717 -0.670 5.486
C 0.384 0.098 5.332
C 1.478 0.070 6.153
C 2.724 0.726 5.835
C 3.714 0.902 6.942
C 4.959 1.516 6.662
C 6.008 1.431 7.578
C 5.837 0.764 8.795
C 4.572 0.270 9.133
C 3.496 0.421 8.248
C -0.889 -1.741 6.521
C -0.965 -1.179 7.952
C -0.476 -2.323 8.845
C 0.312 -3.316 7.970
C 0.184 -2.869 6.497
H -3.678 -3.687 6.171
H -2.174 -4.144 7.079
H -3.257 -2.966 7.767
H -1.670 -0.628 3.583
H -1.891 1.666 4.466
H -3.478 0.882 4.228
H -4.767 -0.084 6.221
H -5.314 0.247 8.587
H -3.853 1.643 10.034
H -1.839 2.782 9.078
H -1.289 2.490 6.681
H 0.350 0.767 4.476
H 1.406 -0.495 7.073
H 3.201 0.451 4.794
H 5.082 2.046 5.716
H 6.968 1.888 7.344
H 6.661 0.666 9.502
H 4.397 -0.225 10.089
H 2.506 0.111 8.618
H -0.358 -0.263 8.045
H -1.993 -0.856 8.182
H 0.149 -1.937 9.659
H -1.328 -2.830 9.327
H 1.369 -3.313 8.289
H -0.070 -4.344 8.130
H -0.153 -3.691 5.840
H 1.132 -2.475 6.083
C 2.179 4.147 0.202
C 2.840 3.621 1.482
C 3.341 2.185 1.209
C 4.016 4.587 1.848
N 1.858 3.516 2.641
C 0.592 4.274 2.563
C 0.127 4.626 3.969
N 1.322 4.555 4.793
C 1.374 4.976 6.208
C 0.151 5.771 6.623
C 2.680 5.822 6.280
C 1.458 3.763 7.153
P 2.492 3.503 4.202
H 2.202 2.132 5.272
H 2.014 5.240 0.229
H 2.869 3.915 -0.638
H 1.210 3.664 0.001
H 4.045 1.830 1.987
H 2.447 1.538 1.168
H 3.823 2.109 0.222
H 4.681 4.219 2.664
H 4.647 4.753 0.947
H 3.653 5.592 2.151
H 0.686 5.221 1.987
H -0.177 3.663 2.052
H -0.355 5.628 3.960
H -0.650 3.903 4.295
H -0.777 5.210 6.433
H 0.229 5.952 7.715
H 0.047 6.710 6.074
H 3.587 5.207 6.076
H 2.680 6.617 5.496
H 2.761 6.302 7.275
H 2.429 3.253 7.080
H 1.332 4.034 8.230
H 0.624 3.067 6.900
*
```

Summary:
HOMO   -10.356 eV
Frontier orbital gap   6.2 eV
Energy relative to the best compared isomer or geometry (same formula, charge and spin)   19.7 kcal/mol

# 5
Molecular formula: C26H31N3O4
Method: DFT, ωB97M-V with the def2-TZVPD basis set

Geometry as ORCA input:
```
! wB97M-V def2-TZVPD RIJCOSX def2/J DEFGRID3
* xyz 0 1
C 0.706 1.058 2.409
C -0.754 0.651 2.522
O -1.469 1.343 1.475
C -0.592 2.141 0.818
O -1.013 2.867 -0.102
N 0.659 2.002 1.317
H 1.066 1.519 3.342
H 1.355 0.195 2.191
H -0.900 -0.420 2.360
H -1.185 0.959 3.480
C 1.754 8.748 -2.894
O 0.872 7.938 -2.085
C 1.359 6.802 -1.527
C 0.418 5.959 -0.883
C 0.826 4.759 -0.370
C 2.181 4.321 -0.332
C 2.532 3.106 0.310
C 3.832 2.658 0.304
C 4.443 1.528 0.864
N 5.753 1.235 0.713
C 6.341 0.066 1.378
C 6.291 0.132 2.910
C 6.901 -1.091 3.561
C 7.953 -0.961 4.475
C 8.583 -2.102 4.981
C 8.133 -3.377 4.611
C 7.044 -3.503 3.736
C 6.421 -2.360 3.223
C 7.780 0.078 0.861
O 8.654 -0.774 1.066
N 7.938 1.205 0.111
C 9.218 1.542 -0.470
C 6.747 2.031 -0.053
C 6.409 2.158 -1.547
C 6.989 3.419 0.561
C 3.113 5.201 -0.984
C 2.723 6.396 -1.573
H 1.106 9.559 -3.225
H 2.589 9.140 -2.298
H 2.136 8.182 -3.755
H -0.626 6.256 -0.837
H 0.049 4.060 -0.030
H 1.564 2.481 0.886
H 4.536 3.281 -0.228
H 3.880 0.813 1.459
H 5.848 -0.858 1.024
H 6.834 1.035 3.233
H 5.236 0.242 3.212
H 8.289 0.043 4.751
H 9.432 -1.991 5.660
H 8.622 -4.270 5.008
H 6.679 -4.488 3.441
H 5.576 -2.440 2.533
H 9.940 0.776 -0.179
H 9.152 1.581 -1.563
H 9.564 2.519 -0.109
H 6.428 1.165 -2.017
H 5.422 2.598 -1.708
H 7.158 2.802 -2.027
H 7.398 3.313 1.575
H 7.706 3.966 -0.067
H 6.063 3.999 0.618
H 4.173 4.951 -1.045
H 3.472 7.020 -2.072
*
```

Summary:
HOMO   -7.374 eV
Frontier orbital gap   6.6 eV
Energy relative to the best compared isomer or geometry (same formula, charge and spin)   142.1 kcal/mol

# 6
Molecular formula: C5H7N
Method: DFT, ωB97M-V with the def2-TZVPD basis set

Geometry as ORCA input:
```
! wB97M-V def2-TZVPD RIJCOSX def2/J DEFGRID3
* xyz 0 3
C 2.933 -0.454 -0.056
C 0.975 1.006 0.119
C -0.097 0.180 0.045
C -1.514 0.695 -0.045
C 0.088 -1.303 0.058
N 2.166 0.399 0.078
H 1.070 2.122 0.168
H -1.606 1.718 -0.036
H -2.261 0.357 0.571
H -1.996 0.553 -0.966
H -0.834 -1.885 0.522
H 0.982 -1.672 0.612
H 0.093 -1.717 -1.070
*
```

Summary:
HOMO (spin up / spin down)   -5.684 / -11.029 eV
Frontier orbital gap (spin up / spin down)   6.5 / 8.6 eV
Energy relative to the best compared isomer or geometry (same formula, charge and spin)   31.5 kcal/mol

# 7
Molecular formula: C5H20IN10O5
Method: DFT, ωB97M-V with the def2-TZVPD basis set

Geometry as ORCA input:
```
! wB97M-V def2-TZVPD RIJCOSX def2/J DEFGRID3
* xyz -1 1
I -0.387 0.094 -1.593
C 2.271 -0.635 -5.361
O 1.959 0.487 -5.780
N 2.939 -1.522 -6.141
N 2.199 -0.917 -4.028
H 3.304 -1.208 -7.017
H 3.377 -2.259 -5.614
H 2.635 -1.719 -3.614
H 1.674 -0.311 -3.413
C -2.038 -3.667 1.300
O -1.931 -4.598 0.500
N -2.543 -3.786 2.563
N -1.831 -2.369 0.932
H -2.649 -4.715 2.930
H -2.398 -3.023 3.194
H -1.370 -2.188 0.056
H -2.104 -1.632 1.549
C 1.706 -0.917 2.186
O 2.099 -1.339 3.279
N 1.489 -1.704 1.100
N 1.686 0.433 1.935
H 1.843 -2.641 1.168
H 1.081 -1.407 0.227
H 1.784 0.942 2.795
H 1.220 0.708 1.083
C 0.976 4.219 -0.267
O 1.351 5.329 0.116
N -0.122 3.555 0.194
N 1.530 3.492 -1.264
H -0.528 3.880 1.055
H -0.284 2.638 -0.187
H 1.175 2.594 -1.542
H 2.262 3.971 -1.764
C -2.312 1.397 2.546
O -1.164 1.759 2.784
N -2.644 0.805 1.356
N -3.346 1.607 3.401
H -3.588 0.583 1.107
H -1.913 0.883 0.656
H -4.259 1.217 3.257
H -3.149 1.965 4.317
*
```

Summary:
HOMO   -5.774 eV
Frontier orbital gap   8.2 eV
Energy relative to the best compared isomer or geometry (same formula, charge and spin)   18.4 kcal/mol

# 8
Molecular formula: C24H26Cl2IrNO3
Method: DFT, ωB97M-V with the def2-TZVPD basis set

Geometry as ORCA input:
```
! wB97M-V def2-TZVPD RIJCOSX def2/J DEFGRID3
* xyz 1 6
C 0.074 2.776 0.637
C -1.212 2.291 1.054
C -0.996 1.196 1.982
H -2.176 2.681 0.763
C 0.441 0.951 2.015
C 1.076 1.957 1.200
H 0.923 0.211 2.661
C 0.739 2.547 -2.789
C -0.651 2.932 -2.548
C -1.390 1.819 -2.142
H -1.047 3.951 -2.673
C -0.427 0.676 -2.050
C 0.873 1.181 -2.577
H -1.708 0.678 2.627
H 2.144 2.016 0.987
H 0.246 3.650 0.015
H 1.740 0.519 -2.679
H -2.470 1.749 -1.913
H 1.548 3.243 -3.061
Ir -0.440 0.543 0.054
C -0.804 -0.756 -2.156
C -0.530 -1.407 -3.534
C -2.337 -0.781 -1.975
H -1.129 -0.920 -4.323
H -0.815 -2.475 -3.486
H 0.519 -1.339 -3.853
H -2.815 -0.231 -2.810
H -2.590 -0.267 -1.038
H -2.720 -1.794 -1.917
C 0.127 -1.345 -1.037
C -0.534 -2.417 -0.254
H 0.784 -0.671 -0.197
H 1.073 -1.642 -1.526
O -1.777 -2.456 -0.296
N 0.322 -3.165 0.538
C 0.650 -2.513 1.826
H 0.212 -4.180 0.547
C -0.566 -2.153 2.688
C -0.361 -1.610 3.962
H 0.652 -1.590 4.360
C -1.417 -1.046 4.680
H -1.229 -0.580 5.649
C -2.710 -1.040 4.138
H -3.536 -0.564 4.663
C -2.956 -1.707 2.940
H -3.959 -1.786 2.506
C -1.887 -2.300 2.264
H -2.125 -2.818 1.341
H 1.219 -1.581 1.624
H 1.322 -3.155 2.411
Cl 5.495 2.555 -3.011
C 5.269 1.685 -1.491
Cl 6.213 2.347 -0.155
C 3.702 1.848 -1.088
O 3.223 0.690 -1.004
O 3.230 2.980 -0.934
H 5.496 0.616 -1.618
*
```

Summary:
HOMO (spin up / spin down)   -8.990 / -11.707 eV
Frontier orbital gap (spin up / spin down)   6.5 / 4.6 eV

# 9
Molecular formula: C4H13NSi
Method: DFT, ωB97M-V with the def2-TZVPD basis set

Geometry as ORCA input:
```
! wB97M-V def2-TZVPD RIJCOSX def2/J DEFGRID3
* xyz 0 1
C -0.907 -0.226 -1.801
C 0.627 -1.615 -0.170
C -1.517 -0.353 0.657
C -0.379 -0.440 -0.400
N 0.922 1.020 -0.167
Si 1.364 1.539 1.343
H -1.583 -0.913 -2.105
H -1.326 0.766 -1.759
H -0.039 -0.206 -2.363
H 0.105 -2.600 -0.214
H 1.265 -1.552 0.688
H 1.327 -1.604 -1.062
H -1.229 0.416 1.433
H -2.489 -0.242 0.277
H -1.500 -1.258 1.223
H 0.775 1.699 -0.820
H 0.356 2.421 1.845
H 2.497 2.476 1.035
H 1.731 0.673 2.361
*
```

Summary:
HOMO   -8.840 eV
Frontier orbital gap   9.7 eV
Energy relative to the best compared isomer or geometry (same formula, charge and spin)   67.0 kcal/mol

# 10
Molecular formula: C25H32BrCrN6O
Method: DFT, ωB97M-V with the def2-TZVPD basis set

Geometry as ORCA input:
```
! wB97M-V def2-TZVPD RIJCOSX def2/J DEFGRID3
* xyz 2 4
Cr 0.420 -0.125 0.282
C 2.131 1.864 1.949
N 0.834 1.141 1.978
C 0.716 0.461 3.284
C -0.247 2.163 1.848
C -0.340 2.588 0.410
C -0.711 3.875 0.042
C -0.790 4.215 -1.301
C -0.486 3.274 -2.274
C -0.110 1.987 -1.906
C -0.040 1.631 -0.562
H 2.139 2.623 2.735
H 2.268 2.348 0.985
H 2.952 1.177 2.137
H 0.816 1.183 4.099
H 1.507 -0.282 3.392
H -0.254 -0.024 3.365
H -0.038 3.003 2.516
H -1.179 1.699 2.173
H -0.928 4.615 0.803
H -1.076 5.218 -1.588
H -0.538 3.541 -3.321
H 0.115 1.273 -2.692
C -1.293 -2.958 2.149
N -2.491 -2.134 2.074
C -3.748 -2.887 2.100
C -2.401 -0.873 1.615
O -1.339 -0.467 1.040
N -3.420 -0.015 1.770
C -3.479 1.217 0.989
C -4.414 -0.113 2.838
H -1.451 -3.727 2.902
H -0.434 -2.365 2.455
H -1.080 -3.445 1.195
H -3.592 -3.826 1.569
H -4.533 -2.338 1.589
H -4.062 -3.113 3.118
H -2.742 1.200 0.193
H -3.293 2.084 1.627
H -4.476 1.318 0.560
H -4.097 -0.824 3.594
H -5.395 -0.396 2.456
H -4.500 0.867 3.307
Br 1.578 -3.360 -0.298
C 0.305 -2.684 -1.517
C -0.126 -3.509 -2.539
C -1.131 -3.046 -3.370
C -1.679 -1.795 -3.129
C -1.177 -1.039 -2.092
N -0.168 -1.456 -1.300
H 0.311 -4.489 -2.663
H -1.492 -3.664 -4.182
H -2.484 -1.405 -3.735
H -1.577 -0.061 -1.869
N 6.258 -1.639 2.044
C 5.561 -1.218 1.235
C 4.677 -0.673 0.244
C 5.129 -0.231 -0.997
C 4.203 0.282 -1.887
C 2.870 0.338 -1.522
N 2.430 -0.095 -0.332
C 3.326 -0.589 0.529
H 6.181 -0.287 -1.247
H 4.506 0.644 -2.859
H 2.130 0.753 -2.188
H 2.959 -0.937 1.488
*
```

Summary:
HOMO (spin up / spin down)   -14.462 / -14.641 eV
Frontier orbital gap (spin up / spin down)   8.4 / 8.6 eV
Energy relative to the best compared isomer or geometry (same formula, charge and spin)   8.3 kcal/mol

# 11
Molecular formula: C4H12
Method: DFT, ωB97M-V with the def2-TZVPD basis set

Geometry as ORCA input:
```
! wB97M-V def2-TZVPD RIJCOSX def2/J DEFGRID3
* xyz 0 1
C -1.651 -0.095 0.623
C -2.887 -0.331 1.708
H -1.353 0.855 1.011
H -0.838 -0.823 0.536
H -2.245 0.022 -0.311
H -2.690 -1.342 2.126
H -2.651 0.303 2.538
H -3.815 -0.025 1.257
C 1.570 0.442 -0.896
C 2.928 -0.121 -1.435
H 0.854 0.430 -1.608
H 1.319 -0.138 0.064
H 1.659 1.557 -0.702
H 2.915 0.308 -2.417
H 2.967 -1.274 -1.605
H 3.917 0.234 -0.886
*
```

Summary:
Structure (SMILES)   CC.CC
HOMO   -11.010 eV
Frontier orbital gap   12.1 eV
Energy relative to the best compared isomer or geometry (same formula, charge and spin)   34.6 kcal/mol

# 12
Molecular formula: C2H2O3S
Method: DFT, ωB97M-V with the def2-TZVPD basis set

Geometry as ORCA input:
```
! wB97M-V def2-TZVPD RIJCOSX def2/J DEFGRID3
* xyz 0 3
C -1.198 -0.216 -0.611
C -0.530 0.693 -1.548
O 0.525 0.143 2.728
O 1.629 -1.677 1.572
O -0.025 0.168 -0.309
S 0.413 -1.156 2.130
H -0.054 0.298 -2.435
H -0.760 1.748 -1.527
*
```

Summary:
HOMO (spin up / spin down)   -8.199 / -10.187 eV
Frontier orbital gap (spin up / spin down)   8.7 / 5.9 eV
Energy relative to the best compared isomer or geometry (same formula, charge and spin)   71.6 kcal/mol